Record 1
DFT (ωB97M-V/def2-TZVPD) results for the molecule C6H12 in a non-equilibrium geometry.

Cartesian coordinates (Å):
C -0.46126 -0.26217 -2.27641
C 0.58151 0.51818 -1.47637
C 0.07694 1.41861 -0.37477
C -0.59098 0.34424 0.67292
C 0.23642 -0.26006 1.42915
C 0.00227 -1.27931 2.54212
H -0.59371 -1.26665 -1.89136
H -0.36413 -0.24838 -3.42107
H -1.37134 0.21540 -2.06779
H 1.14730 1.12259 -2.15643
H 1.39814 -0.06183 -1.05802
H -0.54728 2.15223 -0.74971
H 0.97199 1.86564 0.22737
H -1.66436 0.19850 0.58110
H 1.33144 0.00709 1.51759
H -0.98160 -1.87185 2.30479
H -0.04222 -0.67623 3.45526
H 0.87088 -1.91602 2.74163

For the energy relative to the best compared isomer or geometry (same formula, charge and spin), the calculation gives 207.5 kJ/mol. For the lowest unoccupied orbital energy, the calculation gives 1.22 eV. As for the spin multiplicity: 1.

---

Record 2
DFT (ωB97M-V/def2-TZVPD) results for a structure of composition C6H12BF10FeN3O4S2.

Cartesian coordinates (Å):
Fe 0.36990 -0.19169 0.23376
N -0.12587 0.93661 1.81374
C -1.33070 0.88506 2.70138
C -1.79621 -0.53038 3.00550
C -2.87913 -1.01726 2.04420
C -2.58986 -0.74362 0.58099
N -1.25577 -1.26240 0.16190
H 0.70599 0.81282 2.39011
H -0.05331 1.87847 1.42969
H -2.11846 1.46903 2.22605
H -1.05487 1.40964 3.61590
H -2.19140 -0.56065 4.02006
H -0.93578 -1.20323 3.00906
H -3.82494 -0.52289 2.27526
H -3.05185 -2.08587 2.19030
H -2.61557 0.31852 0.33707
H -3.33763 -1.23115 -0.04492
H -1.29819 -1.52620 -0.82093
H -1.02961 -2.12220 0.66598
F 2.14816 -2.44273 -3.64325
C 2.03451 -1.13468 -3.77002
F 3.03039 -0.52391 -3.15241
F 1.99901 -0.79002 -5.03992
S 0.43909 -0.63201 -2.97890
O 0.61360 -1.04176 -1.56383
O -0.62754 -1.28408 -3.64864
N 0.45068 0.92683 -3.14708
S 0.23455 1.97529 -2.03762
O -0.55834 3.08747 -2.39311
O -0.20655 1.33955 -0.73915
C 1.92354 2.58611 -1.61053
F 2.48172 3.12842 -2.66681
F 1.81584 3.46923 -0.62867
F 2.63843 1.54401 -1.18972
F 2.38004 0.40668 1.37514
B 2.53497 -1.00894 1.30656
F 1.05604 -1.44205 1.55306
F 3.36142 -1.56438 2.17176
F 2.66371 -1.31167 -0.03196

Its net charge is +1. For the energy relative to the best compared isomer or geometry (same formula, charge and spin), the calculation gives 104.3 kJ/mol. For the lowest unoccupied orbital energy (alpha / beta), the calculation gives -6.21 / -5.96 eV. As for the expectation value of S²: 0.797. As for the spin multiplicity: 2.

---

Record 3
DFT (ωB97M-V/def2-TZVPD) results for a cluster of 3 separate species, C6H12BF3O8S2 in total in a non-equilibrium geometry.

Cartesian coordinates (Å):
C 3.53591 0.04457 -2.90534
B 2.18221 -0.62864 -3.23531
C 0.79871 0.17235 -3.02643
F 0.06182 -0.33439 -2.05751
F 0.07810 0.07185 -4.14307
F 0.92877 1.47185 -2.80246
H 4.27670 -0.65222 -2.53900
H 3.93290 0.43085 -3.84232
H 3.40843 0.85654 -2.20853
H 2.09224 -1.72193 -3.68730
C -0.10733 2.17821 1.55384
C 0.72074 1.76922 0.35913
O 2.07600 1.77695 0.83802
S 2.09407 1.34872 2.38386
O 2.40385 -0.03256 2.47339
O 2.82470 2.32229 3.10626
O 0.53015 1.52994 2.66786
H -0.07151 3.25816 1.71544
H -1.14078 1.84859 1.46976
H 0.61670 2.45108 -0.47854
H 0.47772 0.75744 0.03946
C -2.84473 -2.15922 0.24854
C -2.32653 -2.66733 1.57752
O -2.24587 -1.49249 2.39570
S -3.41698 -0.47825 1.99694
O -4.50038 -0.63272 2.89124
O -2.82971 0.78992 1.74844
O -3.80881 -1.15567 0.59961
H -2.05246 -1.68808 -0.33739
H -3.31924 -2.93831 -0.34136
H -1.34838 -3.13256 1.49713
H -3.02700 -3.36418 2.04242

For the energy relative to the best compared isomer or geometry (same formula, charge and spin), the calculation gives 0.0 kJ/mol. For the lowest unoccupied orbital energy, the calculation gives -0.37 eV. As for the spin multiplicity: 1.

---

Record 4
DFT (ωB97M-V/def2-TZVPD) results for a structure of composition C6H12Br6 in a non-equilibrium geometry.

Cartesian coordinates (Å):
Br 3.94478 -1.02171 -1.10437
C 3.41044 0.49186 0.03640
C 2.83165 1.62137 -0.74334
Br 2.56183 3.25250 0.39894
H 4.24692 0.79163 0.66769
H 2.51815 0.16682 0.57145
H 1.89672 1.35827 -1.23811
H 3.43697 2.00359 -1.56529
Br -4.59539 -1.59251 -0.61740
C -3.60788 -1.97368 1.11421
C -2.46616 -0.88295 1.05663
Br -1.08953 -1.30599 2.48204
H -3.16219 -2.96097 0.99287
H -4.32382 -1.97189 1.93613
H -2.92486 0.06923 1.32317
H -1.99644 -0.90279 0.07324
Br -1.53303 2.19594 -1.23303
C -0.50255 0.49983 -1.35069
C 0.28807 0.29102 -0.07362
Br 1.37916 -1.29484 -0.11056
H 0.18689 0.45286 -2.19364
H -1.21163 -0.32461 -1.42561
H -0.29725 -0.02007 0.79166
H 1.00925 1.05709 0.21126

For the energy relative to the best compared isomer or geometry (same formula, charge and spin), the calculation gives 287.3 kJ/mol. For the lowest unoccupied orbital energy, the calculation gives 0.26 eV. As for the spin multiplicity: 1.

---

Record 5
DFT (ωB97M-V/def2-TZVPD) results for a cluster of 2 separate species, C6H12BrNO2 in total in a non-equilibrium geometry.

Cartesian coordinates (Å):
C 2.07065 -1.18451 2.62229
C -0.77915 -1.11332 0.42397
C -0.95971 0.52724 -1.34250
C 1.18994 -0.34763 -0.70394
C 0.13207 1.10971 0.77771
C 1.78933 0.41757 2.16863
N -0.14608 0.07797 -0.20520
O 2.79974 -1.06499 3.59460
O 1.53723 -2.05261 2.02898
Br 3.33194 1.19231 1.45510
H -0.18560 -1.49203 1.18302
H -1.71515 -0.91113 0.81905
H -0.64031 -2.01954 -0.26980
H -0.93178 -0.21113 -2.22702
H -1.91872 1.09444 -1.17253
H -0.26123 1.30268 -1.91373
H 1.15634 -0.98473 -1.57054
H 1.75800 0.45383 -0.92997
H 1.69155 -0.95378 0.05758
H 0.62506 2.02058 0.39981
H -0.55040 1.27779 1.71580
H 1.67589 1.03693 3.11931

For the energy relative to the best compared isomer or geometry (same formula, charge and spin), the calculation gives 458.2 kJ/mol. For the lowest unoccupied orbital energy, the calculation gives 0.08 eV. As for the spin multiplicity: 1.

---

Record 6
DFT (ωB97M-V/def2-TZVPD) results for a structure of composition C6H12BrNO3 in a non-equilibrium geometry.

Cartesian coordinates (Å):
C 0.20967 -2.29009 -1.02046
C 1.81346 -0.51441 0.12581
C 0.13254 2.21238 -0.40824
C 0.61366 -0.87320 -0.69284
C -0.50906 1.40479 0.71013
C -0.93892 0.00652 0.25110
N -1.16326 -0.93409 1.31404
O -0.34639 -0.88251 2.20039
O -2.08491 -1.69923 1.24111
O -1.62527 2.07993 1.20251
Br -2.40687 0.05713 -0.97083
H 0.11646 -2.87934 -0.05123
H 1.12960 -2.66847 -1.44900
H -0.60990 -2.57450 -1.75437
H 2.70012 -1.05112 -0.33554
H 1.60291 -0.99242 1.16110
H 1.93330 0.55999 0.15058
H 1.07457 2.71729 -0.14477
H 0.34999 1.57627 -1.20211
H -0.60402 3.00864 -0.87588
H 0.57367 -0.27408 -1.64335
H 0.03072 1.29018 1.69753
H -1.99207 2.72037 0.49433

For the energy relative to the best compared isomer or geometry (same formula, charge and spin), the calculation gives 87.0 kJ/mol. For the lowest unoccupied orbital energy, the calculation gives 0.26 eV. As for the spin multiplicity: 1.

---

Record 7
DFT (ωB97M-V/def2-TZVPD) results for the molecule C6H12Cl2Si in a non-equilibrium geometry.

Cartesian coordinates (Å):
C 0.40675 1.49664 -1.12553
C 0.54767 0.82762 0.11778
C -2.08638 -0.62785 -0.26351
C -0.48731 -1.14757 2.36070
C 0.91629 -2.21113 -0.21294
C 1.17376 2.80240 -1.42427
Si -0.27229 -1.02373 0.46973
Cl 1.67328 1.35772 1.32223
Cl 0.04759 4.17488 -1.76627
H -0.08412 1.06551 -1.89669
H -2.47998 -1.13177 -1.17087
H -2.90720 -0.53477 0.53900
H -1.94032 0.40601 -0.62387
H -1.47107 -1.53172 2.47433
H 0.11326 -1.97616 2.87870
H -0.34428 -0.19211 2.67320
H 0.99171 -2.31096 -1.29224
H 1.95118 -1.99692 0.10084
H 0.82016 -3.26294 0.11002
H 1.55127 2.69289 -2.51088
H 1.88001 3.12396 -0.75946

For the energy relative to the best compared isomer or geometry (same formula, charge and spin), the calculation gives 228.8 kJ/mol. For the lowest unoccupied orbital energy, the calculation gives 0.71 eV. As for the spin multiplicity: 1.

---

Record 8
DFT (ωB97M-V/def2-TZVPD) results for a cluster of 4 separate species, C6H12Cl7 in total in a non-equilibrium geometry.

Cartesian coordinates (Å):
Cl 0.53360 -0.31555 -1.27640
Cl -0.24450 0.79047 2.13661
C -0.86144 1.55936 0.70192
C -2.32588 1.83339 0.84170
Cl -2.94672 2.56384 -0.68302
H -0.54686 0.93171 -0.21824
H -0.27334 2.46386 0.54181
H -2.50238 2.41383 1.74699
H -2.86995 0.94291 0.98719
Cl -3.16441 -2.46012 1.78599
C -2.22714 -1.77391 0.45238
C -3.10622 -1.42921 -0.71798
Cl -3.82323 -2.89176 -1.36082
H -1.41262 -2.43596 0.14625
H -1.77422 -0.82832 0.71972
H -2.54185 -0.92511 -1.50399
H -4.04694 -0.91884 -0.38486
Cl 4.35575 2.06285 0.32142
C 3.70048 0.37138 -0.07156
C 4.67073 -0.34588 -0.98691
Cl 5.93095 -1.21983 -0.11231
H 2.77177 0.56627 -0.62608
H 3.49817 -0.17211 0.82486
H 5.13117 0.31629 -1.79995
H 4.07510 -1.09955 -1.46471

Its net charge is -1. For the energy relative to the best compared isomer or geometry (same formula, charge and spin), the calculation gives 67.7 kJ/mol. For the lowest unoccupied orbital energy, the calculation gives 2.92 eV. As for the spin multiplicity: 1.

---

Record 9
DFT (ωB97M-V/def2-TZVPD) results for a structure of composition C6H12Cl8LiO4 in a non-equilibrium geometry.

Cartesian coordinates (Å):
Li 1.09743 -3.60802 3.61535
Cl 2.00001 -0.68218 3.35469
O 3.18239 -0.93715 4.03152
O 1.15373 0.15064 4.10164
O 2.21920 -0.18223 2.01159
O 1.35134 -1.95693 3.22261
Cl 0.66031 -5.59377 3.17176
Cl 2.53427 -4.29780 -2.71112
C 1.55097 -3.68813 -1.33164
C 2.15352 -2.49767 -0.66806
Cl 2.12819 -0.99658 -1.73463
H 1.47192 -4.54600 -0.60385
H 0.53786 -3.53588 -1.68227
H 3.19431 -2.63926 -0.26448
H 1.64241 -2.25650 0.25004
Cl -3.51795 3.32884 -4.69170
C -2.64075 3.14769 -3.17778
C -3.10712 1.97779 -2.33839
Cl -2.79651 0.44216 -3.34288
H -2.73318 4.10233 -2.65520
H -1.60490 3.19846 -3.44410
H -4.16760 1.92845 -1.99988
H -2.44638 1.66117 -1.54108
Cl -2.55417 2.33999 1.11165
C -0.84860 2.16614 1.73008
C 0.11029 2.02890 0.51636
Cl -0.13224 3.40619 -0.66866
H -0.76240 1.35899 2.43540
H -0.68815 3.10479 2.29055
H -0.10300 1.04180 0.06800
H 1.11480 2.03378 0.94449

Its net charge is -1. For the lowest unoccupied orbital energy, the calculation gives 2.32 eV. As for the spin multiplicity: 1.

---

Record 10
DFT (ωB97M-V/def2-TZVPD) results for a cluster of 2 separate species, C6H12ClFN2O3S in total in a non-equilibrium geometry.

Cartesian coordinates (Å):
C -1.87816 0.96773 1.01323
C -2.49121 0.14898 -0.11774
C -3.57649 -0.81780 0.31674
C 3.04232 -0.55956 -2.07042
C 1.75229 1.29880 -0.43108
C 0.46414 -0.61230 0.07564
H -0.71832 1.70319 -0.33408
H -1.70729 -0.40743 -0.64389
H -2.94079 0.84281 -0.84019
H -4.00213 -1.33076 -0.54880
H 2.40402 -1.40153 -1.79723
H 3.46489 -0.74193 -3.06139
H 3.86162 -0.47691 -1.35114
H 1.65034 2.37795 -0.30981
H 2.58838 0.93631 0.17705
H -0.16608 -1.07596 -0.67816
H 1.44165 0.21745 2.13527
H 1.92133 -1.28213 2.68229
N 1.03765 -1.33782 0.94289
N 1.83137 -0.68538 1.86884
O -0.88062 1.79205 0.61599
O -2.22090 0.93058 2.15831
O 0.52201 0.75844 0.04241
F -4.57419 -0.14378 0.94576
S 2.11725 0.99412 -2.17218
Cl -2.94310 -2.09512 1.38168

For the lowest unoccupied orbital energy, the calculation gives 0.44 eV. As for the spin multiplicity: 1.